# 1
The following is a quantum chemistry calculation of a molecular structure, C27H45Cl2IrOP, from OMol25.

spin multiplicity	5
Kohn-Sham gap (spin up / spin down)	4.398 / 6.665	eV
calculated total energy	-67949.2007	eV
expectation value of S²	6.0338
net charge	-1

```
77
C27H45Cl2IrOP, DFT ωB97M-V with the def2-TZVPD basis set
P 0.21899 -0.81201 -0.63065
C 1.79217 -0.22549 -1.54939
C 2.03613 -0.59712 -3.02076
C 3.43541 -0.16299 -3.47291
C 3.71190 1.32085 -3.19935
C 3.35245 1.75284 -1.77228
C 1.95084 1.28362 -1.36361
C -1.19680 0.05671 -1.54836
C -1.09509 0.21068 -3.06669
C -2.40872 0.75485 -3.63349
C -2.83227 2.06715 -2.96120
C -2.79722 2.00208 -1.42876
C -1.48772 1.40744 -0.88864
C 0.06044 -2.49472 -1.46845
C 1.25209 -3.39839 -1.11362
C 1.16525 -4.80538 -1.73241
C -0.17398 -5.49554 -1.43558
C -1.37935 -4.60507 -1.76914
C -1.27044 -3.19469 -1.15684
H 2.54475 -0.74195 -0.92719
H 1.29496 -0.09018 -3.65164
H 1.91437 -1.67328 -3.19848
H 3.53952 -0.36336 -4.54758
H 4.18112 -0.77470 -2.94523
H 4.77148 1.52861 -3.38327
H 3.14457 1.93495 -3.91396
H 4.07940 1.32942 -1.06675
H 3.40161 2.84482 -1.68719
H 1.74846 1.57091 -0.32199
H 1.20907 1.79460 -1.99671
H -2.04308 -0.61573 -1.32631
H -3.19317 -0.00114 -3.48537
H -0.85130 -0.74272 -3.55715
H -0.28712 0.91777 -3.30634
H -2.29799 0.91001 -4.71495
H -3.84389 2.33010 -3.29129
H -2.17160 2.87566 -3.30402
H -2.93945 3.00479 -1.01018
H -3.62875 1.37739 -1.07734
H -1.53195 1.29303 0.20565
H -0.66320 2.10192 -1.10087
H 0.08227 -2.22454 -2.53774
H 2.20131 -2.93908 -1.42136
H 1.30520 -3.50478 -0.01825
H 1.29470 -4.73517 -2.82319
H 1.98969 -5.41934 -1.34268
H -0.21176 -5.77699 -0.37352
H -0.24009 -6.42973 -2.00406
H -2.30129 -5.08065 -1.40666
H -1.46226 -4.51707 -2.86280
H -2.11655 -2.59884 -1.52261
H -1.39599 -3.26906 -0.06485
Ir 0.02994 0.11905 2.88177
Cl -2.09707 -0.50387 2.42521
Cl 2.24530 0.11438 2.53622
C -0.30433 1.54485 4.11707
H -0.57843 1.25447 5.14745
C -0.36934 2.95036 3.75893
C -1.00368 3.98458 4.50272
C -1.13727 5.24018 3.95398
C -0.62954 5.52657 2.67845
C 0.02829 4.52103 1.94179
C 0.16384 3.26648 2.49119
H -1.41872 3.75078 5.48917
H -1.64917 6.03363 4.52331
H 0.42712 4.72782 0.95241
H 0.66328 2.44856 1.95585
H -0.73839 6.51077 2.26076
C -0.63292 -1.16143 7.06791
C -1.01469 -1.29022 5.60774
O 0.09788 -1.19124 4.68583
H 0.04519 -1.94032 7.42594
H -1.54477 -1.26762 7.66046
H -0.19450 -0.18912 7.31447
H -1.43148 -2.27993 5.37399
H -1.75629 -0.53404 5.31384
H 0.94264 -1.01625 5.13162
```

***

# 2
The following is a quantum chemistry calculation of a molecular structure, C17H32N10O2SeTi, from OMol25.

spin multiplicity	3
Kohn-Sham gap (spin up / spin down)	6.793 / 8.322	eV
calculated total energy	-125595.8391	eV
expectation value of S²	2.0396
net charge	+2

```
63
C17H32N10O2SeTi, DFT ωB97M-V with the def2-TZVPD basis set
Ti -0.06947 1.57592 -0.92151
C -0.41800 3.53933 1.39524
C 1.06981 3.48310 1.02806
N 1.25568 3.19453 -0.40766
C 1.09707 4.33646 -1.33311
C -0.38299 4.54517 -1.64741
N -1.01852 3.22502 -1.87317
C -2.42084 3.14881 -1.41757
C -2.47723 2.88360 0.11554
N -1.15391 2.49051 0.65730
H -0.52145 3.41204 2.47356
H -0.82951 4.51577 1.15065
H 1.55285 4.41910 1.32156
H 1.53741 2.66446 1.57673
H 2.19904 2.84091 -0.51728
H 1.54035 5.25320 -0.93555
H 1.62313 4.08525 -2.25497
H -0.88200 5.03943 -0.81709
H -0.48991 5.19091 -2.51934
H -0.98805 3.02345 -2.86796
H -2.96528 4.06512 -1.65202
H -2.89505 2.32481 -1.94618
H -2.84265 3.76835 0.63760
H -3.19183 2.08354 0.29155
H -1.26582 1.67783 1.25506
N -0.59928 -0.82590 1.41783
C -0.69446 -1.68525 0.22839
C -1.77345 -2.77552 0.32619
C -1.65682 -3.74142 1.50871
C -0.44607 -4.68224 1.46156
N 0.77430 -4.15153 2.06816
C 1.09875 -4.26351 3.34714
N 0.22111 -4.71731 4.24013
N 2.30477 -3.85945 3.76305
C -0.99405 -0.89336 -1.07091
O -0.91060 -1.45345 -2.13469
O -1.38671 0.36077 -0.92497
H 0.18348 -1.10815 1.99485
H -1.44081 -0.93324 1.97565
H 0.26357 -2.17049 0.03727
H -1.74761 -3.34155 -0.60657
H -2.75568 -2.29573 0.37302
H -2.55245 -4.36475 1.49344
H -1.67076 -3.19272 2.45524
H -0.20932 -4.92797 0.42700
H -0.69010 -5.62438 1.95591
H 1.46940 -3.76196 1.44884
H -0.68603 -5.04692 3.95913
H 0.50804 -4.92494 5.18212
H 3.02858 -3.64302 3.09946
H 2.59587 -3.99604 4.71599
Se 2.86630 -0.74122 0.25584
N 2.92229 -1.71623 -1.24621
C 2.28051 -1.03485 -2.19864
C 2.11038 -1.37535 -3.54852
C 1.36014 -0.52166 -4.34961
C 0.79575 0.63503 -3.84517
N 0.96220 1.02372 -2.55511
C 1.67375 0.19674 -1.76885
N 1.77893 0.53014 -0.46995
H 2.54751 -2.28204 -3.94209
H 1.19922 -0.76790 -5.38929
H 0.20649 1.28701 -4.47639
```

***

# 3
The following is a quantum chemistry calculation of 2 unconnected molecules or ions with the total composition C2H2N2, from OMol25.

Kohn-Sham gap	11.516	eV
calculated total energy	-5083.1337	eV

```
6
C2H2N2, DFT ωB97M-V with the def2-TZVPD basis set
C 0.84917 -1.27184 0.89530
C 0.30062 -0.40680 0.12549
N 4.45616 -0.22683 -0.36640
N 4.27794 0.74749 0.08179
H -0.60140 0.09554 -0.38581
H 1.28520 -0.03035 0.03443
```

***

# 4
The following is a quantum chemistry calculation of a molecular structure, C48H72BCuNO2P2Sb2, from OMol25.

spin multiplicity	2
Kohn-Sham gap (spin up / spin down)	6.850 / 6.504	eV
calculated total energy	-133500.3952	eV
expectation value of S²	0.7571

```
129
C48H72BCuNO2P2Sb2, DFT ωB97M-V with the def2-TZVPD basis set
Cu -0.21096 -0.92259 -1.12790
C -3.68423 -0.95628 -3.24008
C -2.33489 -0.96940 -3.96432
C -2.44479 -0.65302 -5.45330
P -1.12852 0.04075 -3.01843
C -1.75312 1.76587 -2.79770
C -2.51578 2.43515 -3.94107
C -0.59573 2.64893 -2.32066
C 0.42506 0.12665 -3.92416
C 0.61107 0.98247 -5.01705
C 1.85789 1.27108 -5.53217
C 2.04588 2.17533 -6.72156
C 2.94999 0.71048 -4.86181
C 2.79327 -0.15977 -3.80669
C 1.51695 -0.54747 -3.33605
N 1.30283 -1.45352 -2.29367
C 2.24902 -2.43068 -2.01739
C 3.19638 -2.89888 -2.95139
C 4.26567 -3.68938 -2.57685
C 4.45413 -4.06957 -1.24931
C 5.66531 -4.84766 -0.80144
C 3.42579 -3.76662 -0.37111
C 2.28570 -3.05158 -0.74604
P 0.78133 -3.00111 0.28002
C 1.17198 -4.00086 1.79589
C 1.47311 -5.48889 1.59958
C 0.00700 -3.84044 2.77903
C -0.36709 -4.20697 -0.61045
C -1.61994 -3.52955 -1.16662
C 0.29430 -5.06323 -1.68623
H -4.36087 -1.68601 -3.68976
H -4.16252 0.02273 -3.30665
H -3.57407 -1.20001 -2.18107
H -1.91174 -1.97472 -3.86835
H -2.87384 0.33210 -5.63274
H -3.09474 -1.38896 -5.93346
H -1.47106 -0.69831 -5.94099
H -2.45001 1.65491 -1.95839
H -1.90791 2.54264 -4.83974
H -2.80438 3.44041 -3.62263
H -3.42815 1.90317 -4.20480
H 0.07238 2.89129 -3.14849
H -0.00876 2.16504 -1.53754
H -0.99547 3.58030 -1.91230
H -0.25662 1.44878 -5.47041
H 1.10029 2.62536 -7.02520
H 2.44402 1.62861 -7.57906
H 2.74616 2.98302 -6.49913
H 3.95556 0.97388 -5.17573
H 3.67281 -0.54576 -3.31469
H 3.09755 -2.60534 -3.98648
H 4.97804 -4.00487 -3.33221
H 6.51065 -4.67730 -1.46845
H 5.47170 -5.92336 -0.78581
H 5.96962 -4.55619 0.20498
H 3.51608 -4.11632 0.65111
H 2.04604 -3.50942 2.23656
H 0.56417 -6.03680 1.34470
H 1.84741 -5.90735 2.53768
H 2.21084 -5.68757 0.82486
H -0.90086 -4.31178 2.39208
H 0.24555 -4.32148 3.73090
H -0.22400 -2.79201 2.97473
H -0.70527 -4.86379 0.19636
H -1.37417 -2.93434 -2.05164
H -2.09708 -2.87315 -0.43722
H -2.35044 -4.28169 -1.47994
H 0.51428 -4.46213 -2.57138
H -0.38300 -5.86807 -1.98543
H 1.23126 -5.51108 -1.35427
C 3.76373 0.77495 -0.62571
Sb 2.01300 0.57550 0.60221
C 2.03355 2.60235 1.31292
C 3.16937 -0.28712 2.26015
C 3.13668 0.46267 3.55291
C 4.03956 1.51499 3.73539
C 4.08580 2.25308 4.90533
C 3.22111 1.92900 5.94470
C 2.33708 0.87568 5.78150
C 2.27175 0.13709 4.59695
C 1.29219 -0.99000 4.48568
Sb -0.51722 -0.42304 3.39647
C -0.84649 1.36992 4.53629
C -1.85805 -1.61775 4.58356
H 4.10580 -0.22324 -0.90797
H 4.54971 1.28869 -0.06987
H 3.52718 1.33232 -1.53202
H 1.47595 3.22906 0.61619
H 1.55667 2.65057 2.29377
H 3.05792 2.96389 1.39874
H 4.18740 -0.28432 1.86987
H 2.84686 -1.32599 2.35398
H 4.72941 1.74780 2.93051
H 4.79715 3.06226 5.01048
H 3.24625 2.47957 6.87631
H 1.67389 0.60490 6.59569
H 0.95018 -1.30333 5.47226
H 1.72593 -1.85400 3.98189
H -0.85963 1.13476 5.60115
H -1.79960 1.81524 4.24774
H -0.04592 2.08287 4.34038
H -1.36542 -1.95622 5.49519
H -2.19796 -2.48175 4.01427
H -2.72273 -1.00714 4.84455
C -5.76058 5.16981 2.49450
C -4.28119 4.93116 2.19406
C -3.47883 5.18704 3.47788
C -3.84503 5.93440 1.11707
C -4.01065 3.50636 1.70558
C -5.01069 2.53874 1.62503
C -4.76335 1.23468 1.17785
C -3.47607 0.93595 0.81434
O -2.95582 -0.23688 0.31869
B -1.59011 -0.00388 0.08692
O -1.29791 1.33454 0.45202
C -2.47056 1.88258 0.89307
C -2.70245 3.16225 1.32946
H -5.90110 6.20390 2.81505
H -6.12038 4.52225 3.29656
H -6.38224 5.00608 1.61177
H -3.64604 6.20697 3.83312
H -2.40763 5.05897 3.31222
H -3.78174 4.49444 4.26624
H -4.05752 6.95446 1.44599
H -4.38280 5.75629 0.18337
H -2.77607 5.86730 0.90950
H -6.02162 2.78752 1.91391
H -5.55301 0.49707 1.12198
H -1.88478 3.87109 1.38129
```

***

# 5
The following is a quantum chemistry calculation of a molecular structure, C2H4AgO3, from OMol25.

spin multiplicity	2
Kohn-Sham gap (spin up / spin down)	5.799 / 5.905	eV
calculated total energy	-12270.6208	eV
expectation value of S²	0.7537
net charge	-2

```
10
C2H4AgO3, DFT ωB97M-V with the def2-TZVPD basis set
O -0.60946 2.60721 0.33148
Ag -0.07429 1.55334 -1.98049
O -1.38558 2.87341 -0.86490
C -1.30169 1.78507 1.25716
C -0.45473 0.91558 2.06002
H -1.50811 2.19340 2.41148
H -2.08565 1.23289 0.70764
H 0.32645 1.49281 2.59369
O 0.45042 -0.01172 0.91679
H 1.16802 0.58906 0.68765
```

***

# 6
The following is a quantum chemistry calculation of a molecular structure, C18H42F12N2O22S4Tl, from OMol25.

Kohn-Sham gap	1.968	eV
calculated total energy	-147992.1072	eV
net charge	+1

```
101
C18H42F12N2O22S4Tl, DFT ωB97M-V with the def2-TZVPD basis set
Tl 1.64792 0.41384 2.65993
C 1.06177 -1.79571 -1.79806
F 1.56274 -2.83357 -1.19846
F 1.54556 -1.97649 -3.07046
F -0.23709 -1.66548 -1.59074
S 1.82586 -0.13121 -1.10878
O 2.97432 -0.54262 -0.26903
O 2.24554 0.54600 -2.32221
N 0.67812 0.58450 -0.05041
S -0.10619 1.50636 -1.09812
O 0.58446 2.79577 -1.35239
O -0.52613 0.73479 -2.23735
C -1.86678 2.11632 -0.27316
F -2.41373 3.14351 -0.92577
F -2.68320 1.04322 -0.22501
F -1.68140 2.33531 1.03037
C 5.80521 2.84545 4.31695
F 6.35008 4.00805 4.65671
F 6.51733 2.35458 3.29817
F 5.76200 2.00573 5.28716
S 4.01725 3.08548 3.75680
O 3.24105 2.24664 4.68609
O 3.72964 4.53296 3.75849
N 3.81536 2.26457 2.27445
S 4.44496 3.20631 1.17240
O 3.42763 3.80291 0.28359
O 5.34092 4.26526 1.66749
C 5.37146 2.05238 -0.04598
F 6.35522 2.74340 -0.51288
F 5.77860 1.01574 0.69937
F 4.53169 1.63749 -1.01202
C -1.27997 1.26179 -5.89684
C -2.42189 2.17075 -5.38795
O -2.08604 3.07303 -4.37575
O -0.23113 1.76618 -6.67248
H -1.58525 0.34521 -6.40164
H -0.79125 0.90829 -4.98894
H -3.26149 1.57587 -5.02837
H -2.74301 2.82935 -6.19493
H -2.60604 3.86260 -4.54244
H 0.12216 2.57973 -6.30513
C -4.26414 -2.47153 -2.68420
C -3.38977 -1.46403 -3.36948
O -2.10893 -1.81496 -3.70243
O -3.92455 -2.57873 -1.24727
H -4.47310 -3.38374 -3.24306
H -5.28848 -2.09944 -2.66505
H -3.58185 -0.61518 -2.71324
H -3.92696 -1.10828 -4.24866
H -1.59042 -1.21355 -3.16293
H -4.63097 -3.04866 -0.79811
C 0.20615 4.22586 2.80683
C -0.60482 3.46956 3.91955
O 0.22456 2.39310 4.41532
O 0.76857 3.29527 1.88538
H 0.95611 4.76348 3.38702
H -0.41612 4.96719 2.30551
H -1.58025 3.15369 3.54961
H -0.97527 4.02144 4.78344
H -0.05506 2.14663 5.29999
H 1.22067 3.74617 1.16852
C 4.43683 -2.09346 2.24833
C 4.93358 -1.68529 3.58555
O 4.48841 -0.33540 3.86662
O 3.04815 -2.20867 2.20327
H 4.93070 -3.01468 1.93921
H 4.85687 -1.49904 1.43695
H 6.01477 -1.70106 3.72296
H 4.54384 -2.40244 4.30797
H 5.00300 0.11264 4.54195
H 2.94853 -3.12889 1.94862
C 0.67407 -7.08644 -4.42324
C 1.41718 -5.91207 -3.67506
O 1.70132 -6.18330 -2.33556
O -0.73555 -7.10063 -4.14848
H 1.12456 -8.02102 -4.08900
H 0.84554 -7.02019 -5.49763
H 0.84460 -4.98840 -3.59089
H 2.33484 -5.73534 -4.23608
H 1.86926 -5.34140 -1.90590
H -1.16399 -7.94663 -3.99908
C -2.16203 -0.67757 2.75873
C -1.56418 -1.45794 1.55491
O -0.33835 -1.78958 2.02533
O -1.56669 0.54780 2.97302
H -2.04074 -1.12997 3.74296
H -3.22852 -0.46173 2.69435
H -1.44986 -0.88744 0.63320
H -1.96486 -2.42650 1.25586
H -0.40041 -2.74266 2.12229
H -2.05351 0.91298 3.71549
C -6.49583 0.14835 1.46964
C -5.64439 1.39962 2.00576
O -5.53550 2.51287 1.20168
O -7.83425 0.43629 1.02860
H -6.61573 -0.52903 2.31515
H -5.91053 -0.41038 0.73933
H -4.65305 0.94646 2.00732
H -5.93797 1.58515 3.03895
H -5.67675 2.16803 0.31696
H -7.82497 0.04839 0.15051
```